Density functional theory data (ωB97M-V/def2-TZVPD) for a structure of composition C18H38Be2FN2O2 in a non-equilibrium geometry.

The calculated total energy comes out at -29837.2484 eV. The calculation puts the HOMO energy at -17.21 eV. The calculation puts the energy above the lowest of the compared OMol25 structures with the same formula, charge and spin at 0.0 kcal/mol. Its max |F| is 4.52 eV Å⁻¹. The orbital gap is 3.45 eV. As for the charge: +3. Its LUMO energy is -13.756 eV.

Last column: natural (NBO) charge in e.
Element x y z (Å)
F (-26.37013, 7.80074, -8.41581)  -0.831
O (-24.96208, 8.28083, -12.46404)  -0.520
O (-29.10779, 8.30197, -5.45804)  -0.620
N (-25.83881, 7.29052, -12.84884)  0.168
N (-28.51008, 7.31710, -4.66573)  -0.056
C (-28.53432, 7.65970, -3.24266)  0.062
C (-28.84281, 5.92256, -5.15283)  0.108
C (-27.50158, 8.75647, -2.96748)  -0.577
C (-28.00319, 6.41043, -2.46131)  -0.424
C (-29.96355, 8.04921, -2.77980)  -0.623
C (-30.38718, 5.69002, -5.17696)  -0.654
C (-27.59716, 5.53712, -14.32366)  -0.405
C (-27.64700, 8.22261, -11.46506)  -0.605
C (-28.26578, 4.83157, -4.18367)  -0.404
C (-28.08128, 6.50739, -13.19833)  -0.424
C (-28.69523, 5.04701, -2.73794)  -0.414
C (-26.09426, 5.18556, -14.15480)  -0.431
C (-23.83917, 5.89366, -13.43549)  -0.626
C (-25.23900, 6.45973, -13.85402)  0.078
C (-27.49184, 8.75239, -14.02326)  -0.578
C (-27.24078, 7.72221, -12.86200)  0.092
C (-28.20191, 5.66491, -6.50641)  -0.634
C (-24.99854, 7.18009, -15.19163)  -0.594
Be (-24.46334, 9.02266, -9.58615)  0.941
Be (-26.68548, 8.60744, -6.17426)  1.392
H (-25.91435, 4.71033, -15.11940)  0.269
H (-26.93284, 6.23248, -2.56689)  0.227
H (-26.67455, 8.76907, -3.69528)  0.147
H (-24.34811, 6.64716, -15.88288)  0.280
H (-27.02571, 8.69503, -1.99018)  0.274
H (-29.10257, 6.80582, -13.43387)  0.255
H (-28.41152, 6.51786, -7.16007)  0.205
H (-28.13007, 6.55184, -1.38533)  0.257
H (-27.69535, 8.27258, -14.97510)  0.250
H (-28.25572, 4.67328, -14.24204)  0.258
H (-30.04989, 8.97050, -2.20862)  0.265
H (-26.00824, 7.23398, -15.59790)  0.228
H (-26.90230, 8.85798, -10.98252)  0.191
H (-30.72741, 8.08744, -3.55747)  0.214
H (-28.57375, 8.78547, -11.56837)  0.253
H (-27.12746, 5.48177, -6.51494)  0.231
H (-27.86014, 9.78300, -3.07700)  0.240
H (-27.89225, 5.98268, -15.27641)  0.217
H (-28.25034, 4.18532, -2.24374)  0.258
H (-24.51893, 8.16114, -15.18049)  0.224
H (-30.35163, 7.24204, -2.15588)  0.252
H (-30.74611, 6.32139, -5.99462)  0.204
H (-30.98736, 5.94572, -4.30543)  0.245
H (-28.24788, 9.43479, -13.63986)  0.262
H (-23.40364, 4.95933, -13.80145)  0.287
H (-28.10909, 5.83984, -12.33333)  0.219
H (-28.66965, 4.79465, -6.96622)  0.263
H (-26.02114, 4.38107, -13.42334)  0.242
H (-30.04883, 8.04834, -5.46927)  0.496
H (-27.18337, 4.74423, -4.29418)  0.213
H (-30.55394, 4.62976, -5.35163)  0.271
H (-28.62615, 3.86121, -4.53411)  0.239
H (-29.78278, 5.01812, -2.72614)  0.218
H (-24.99749, 8.96662, -13.15417)  0.520
H (-23.99438, 5.36209, -12.48585)  0.234
H (-23.05471, 6.64554, -13.41517)  0.234
H (-26.60145, 9.36048, -14.20181)  0.194
H (-27.83240, 7.40565, -10.77013)  0.242

---

Density functional theory data (ωB97M-V/def2-TZVPD) for a cluster of 5 separate species, C18H38Br2ClN2O4S4 in total in a non-equilibrium geometry.

The calculated total energy comes out at -226391.0951 eV. The calculation puts the HOMO energy at -10.72 eV. Its max |F| is 1.75 eV Å⁻¹. The orbital gap is 6.44 eV. As for the charge: +1. Its LUMO energy is -4.281 eV.

Last column: natural (NBO) charge in e.
Element x y z (Å)
Br (0.81628, 2.25382, -0.46481)  0.018
Br (0.53028, 4.80910, 2.22595)  0.074
Cl (-3.27851, -1.97446, 1.04782)  -0.011
S (5.71687, -2.36252, 3.69734)  1.260
S (0.24224, -2.86658, 3.23224)  1.214
S (-3.04380, -2.09958, -3.19869)  1.230
S (1.44651, 1.13919, -4.84312)  1.250
O (1.16024, -0.20123, -4.26157)  -0.999
O (-3.94311, -0.99278, -3.63611)  -1.000
O (4.36393, -1.97112, 3.19480)  -1.019
O (-0.46182, -3.09567, 4.52628)  -0.994
N (-1.10423, 1.11055, 3.22120)  -0.221
N (-0.72864, 2.30061, 2.81163)  -0.154
C (-4.88439, 0.20797, 0.64904)  -0.407
C (1.67633, -1.83627, 3.55884)  -0.814
C (-0.87633, 4.04726, 1.09767)  -0.312
C (6.76471, -0.90953, 3.58175)  -0.829
C (-3.41602, -0.25601, 0.60373)  -0.223
C (-1.35631, -1.51899, -3.39762)  -0.819
C (0.44111, 5.00161, -0.90555)  -0.638
C (5.62196, -2.39208, 5.49071)  -0.830
C (-1.89386, 0.23385, 2.65209)  0.102
C (-0.03274, 1.65992, -5.72333)  -0.833
C (-0.35280, 3.83072, -0.34398)  -0.240
C (-1.24789, 2.68228, 1.68041)  0.202
C (-5.17139, 1.37284, -0.33362)  -0.612
C (1.19906, -4.33677, 2.85538)  -0.824
C (-2.48157, 0.60589, 1.42616)  -0.017
C (-2.99074, -3.30952, -4.52403)  -0.828
C (-2.14446, 1.84408, 0.99810)  -0.087
C (2.45641, 0.87881, -6.30492)  -0.830
H (6.61764, -2.55417, 5.90220)  0.239
H (-2.07521, -0.72561, 3.11830)  0.286
H (7.72479, -1.11808, 4.05308)  0.237
H (-1.72814, 4.72188, 1.11974)  0.264
H (-5.67986, 0.97344, -1.20785)  0.247
H (-0.81840, 1.83829, -4.99112)  0.237
H (6.27766, -0.06467, 4.06897)  0.231
H (3.42665, 0.50616, -5.98344)  0.246
H (2.27085, -1.74952, 2.65654)  0.263
H (-3.04404, -0.21498, -0.42064)  0.241
H (-3.97303, -3.77084, -4.60191)  0.244
H (2.58529, 1.82554, -6.82939)  0.233
H (0.72251, 4.72804, -1.92348)  0.233
H (1.37465, 5.14579, -0.37365)  0.242
H (-0.71721, 0.83418, 4.12227)  0.441
H (-1.20694, -1.13953, -4.40561)  0.242
H (-5.48647, -0.65160, 0.37286)  0.249
H (-5.08862, 0.53338, 1.66916)  0.208
H (-1.21374, 3.65284, -0.98704)  0.222
H (0.17418, 2.58191, -6.26644)  0.234
H (1.32720, -0.84716, 3.86101)  0.199
H (1.82176, -4.59471, 3.71132)  0.237
H (2.26727, -2.27144, 4.35755)  0.246
H (-0.34714, 0.87599, -6.41266)  0.234
H (-2.24781, -4.07131, -4.28849)  0.233
H (4.97136, -3.21447, 5.78243)  0.242
H (-0.66222, -2.33429, -3.19727)  0.239
H (-5.80267, 2.10156, 0.16776)  0.224
H (-1.18592, -0.71764, -2.68118)  0.228
H (-2.56247, 2.21678, 0.07445)  0.233
H (-4.27018, 1.84768, -0.71190)  0.184
H (1.97938, 0.14570, -6.95539)  0.234
H (1.81698, -4.15024, 1.97740)  0.239
H (6.91809, -0.68614, 2.52808)  0.245
H (-0.16516, 5.90596, -0.95860)  0.229
H (-2.74269, -2.81395, -5.46262)  0.234
H (5.20888, -1.45077, 5.85409)  0.231
H (0.50546, -5.14937, 2.64768)  0.243

---

Density functional theory data (ωB97M-V/def2-TZVPD) for a cluster of 3 separate species, C18H38Cl2N3O3 in total.

The calculated total energy comes out at -54932.3153 eV. The calculation puts the HOMO energy at -11.62 eV. The calculation puts the energy above the lowest of the compared OMol25 structures with the same formula, charge and spin at 0.0 kcal/mol. Its max |F| is 0.30 eV Å⁻¹. The orbital gap is 8.72 eV. As for the charge: +1. Its LUMO energy is -2.905 eV.

Last column: natural (NBO) charge in e.
Element x y z (Å)
Cl (4.55906, 0.38077, 1.87179)  -0.003
Cl (1.97457, 1.34046, -1.40035)  0.045
O (-2.27554, 0.13494, -4.76127)  -0.536
O (-2.65628, 0.50484, 4.42077)  -0.532
O (0.20947, 0.50063, 0.61363)  -0.527
N (1.48678, 0.92666, 2.41078)  -0.843
N (4.46565, -2.02536, -0.76373)  -0.600
N (0.36186, -1.73428, 1.76199)  -0.515
C (-0.60904, -1.75117, 0.61496)  -0.252
C (1.52415, 0.28770, 1.12200)  0.369
C (3.88271, 0.93756, 0.36028)  0.040
C (4.40902, -2.93937, 1.52266)  -0.703
C (-1.26327, 1.73180, -3.18460)  -0.644
C (-2.33682, 1.67440, -6.68820)  -0.646
C (-0.36352, -0.48940, -0.21697)  -0.101
C (-2.08929, 0.53122, 3.13467)  -0.064
C (-2.50732, 1.69198, 2.24874)  -0.649
C (2.32497, -2.05602, 0.23160)  -0.510
C (1.73488, -1.23047, 1.37088)  -0.053
C (3.82528, -2.30039, 0.28999)  0.326
C (2.57169, 0.84599, 0.14673)  -0.137
C (-1.07266, 0.62134, -4.20550)  -0.061
C (4.90139, 1.45311, -0.60119)  -0.670
C (-4.07825, 0.46972, 4.47878)  -0.070
C (-4.69407, -0.74397, 3.80746)  -0.646
C (-3.05189, 1.07693, -5.49059)  -0.066
H (-1.47379, 2.27534, -6.39849)  0.201
H (0.23037, -0.68440, -1.10831)  0.204
H (-3.41567, 1.87062, -4.82802)  0.158
H (-1.95438, 1.63534, 1.31075)  0.217
H (-1.94830, 1.40699, -2.39773)  0.197
H (0.00047, -1.09860, 2.48658)  0.469
H (1.85491, -3.04667, 0.20775)  0.230
H (-1.99782, 0.88927, -7.36468)  0.217
H (3.84641, -2.74130, 2.43512)  0.207
H (-3.92269, 0.51105, -5.81974)  0.194
H (2.33846, -1.33805, 2.27002)  0.242
H (2.22023, 0.60713, 3.02637)  0.384
H (-0.30193, 1.97437, -2.73042)  0.209
H (5.45472, -2.26436, -0.67680)  0.347
H (-3.02064, 2.32664, -7.23219)  0.224
H (-4.49990, 1.39128, 4.06506)  0.168
H (-4.29806, -1.66589, 4.23632)  0.210
H (-1.01093, 0.59012, 3.30631)  0.188
H (-1.66817, 2.64251, -3.62474)  0.217
H (4.64161, 1.16576, -1.61705)  0.255
H (5.88450, 1.05782, -0.36220)  0.242
H (-1.60340, -1.76409, 1.05155)  0.239
H (-2.28031, 2.64596, 2.72457)  0.224
H (-0.46061, -2.66586, 0.04682)  0.232
H (-0.62491, -0.25100, -3.72313)  0.170
H (0.44028, -2.66554, 2.16960)  0.438
H (4.44131, -4.02170, 1.38485)  0.249
H (-3.57193, 1.67149, 2.01376)  0.213
H (-4.51765, -0.75570, 2.73006)  0.195
H (-1.31912, -0.09088, -0.54736)  0.236
H (-4.30411, 0.46273, 5.54393)  0.199
H (-2.30038, -0.41729, 2.60781)  0.121
H (4.94964, 2.54224, -0.54600)  0.249
H (5.42675, -2.58875, 1.67921)  0.248
H (-0.37437, 0.94283, -4.98660)  0.168
H (2.12517, -1.58999, -0.73057)  0.261
H (-5.77369, -0.73414, 3.95698)  0.231
H (1.55444, 1.93516, 2.34535)  0.399